Entry 1:
DFT (ωB97M-V with the def2-TZVPD basis set) results for a molecular structure, C23H21F3N4O7OsP.

Structure (XYZ):
```
60
Properties=species:S:1:pos:R:3:forces:R:3
Os -0.04298 0.38449 0.44316 -0.188 0.355 -0.072
O -3.68555 1.17894 -1.25521 -0.178 0.023 -0.049
C -2.52037 1.08261 -0.97481 0.221 -0.150 0.203
N -1.97432 0.28987 0.03414 0.082 -0.029 -0.155
C -2.74555 -0.53713 0.88063 -0.063 -0.037 0.022
C -4.11904 -0.75686 0.78741 0.062 0.105 -0.152
C -4.73064 -1.59485 1.69993 -0.005 -0.082 0.104
C -3.99310 -2.21415 2.70181 -0.130 0.006 -0.050
C -2.63037 -2.00837 2.80531 0.169 0.001 0.023
C -2.00206 -1.16666 1.89238 0.013 -0.038 0.017
N -0.62139 -0.84821 1.87023 0.141 -0.052 -0.078
C 0.30995 -1.35293 2.77015 -0.152 0.138 -0.177
O 0.09925 -2.11670 3.67557 -0.032 -0.096 0.128
C 1.69802 -0.86327 2.47711 -0.049 0.055 -0.104
C 2.76219 -1.22087 3.27241 0.102 -0.044 0.079
C 4.02503 -0.76397 2.92528 -0.009 -0.016 0.011
C 4.17132 0.02993 1.79628 0.053 -0.019 0.045
C 3.05376 0.36064 1.05736 -0.047 -0.037 -0.039
N 1.83813 -0.08582 1.39327 0.036 -0.025 0.137
C -1.46861 1.79513 -1.77327 0.058 -0.043 0.049
C -1.80737 2.55800 -2.86910 -0.013 0.077 -0.079
C -0.78914 3.17637 -3.57767 -0.002 0.006 -0.009
C 0.52365 3.01422 -3.15788 -0.035 0.034 -0.046
C 0.78072 2.24109 -2.04377 0.015 -0.003 0.038
N -0.20205 1.63555 -1.37293 -0.116 -0.050 0.086
H -4.69419 -0.27247 0.01684 0.006 -0.010 0.024
H -5.79705 -1.76119 1.62824 0.013 -0.004 0.011
H -4.48390 -2.86435 3.41351 0.006 0.008 -0.012
H -2.05791 -2.48797 3.58010 -0.015 -0.001 0.013
H 2.57741 -1.84634 4.13476 0.011 0.015 -0.006
H 4.88488 -1.02381 3.52856 -0.008 0.009 -0.012
H 5.13782 0.40865 1.49525 -0.013 -0.016 0.005
H 3.11340 1.00618 0.19477 -0.011 -0.006 0.005
H -2.85009 2.65381 -3.13590 -0.003 -0.004 0.002
H -1.01602 3.78372 -4.44383 0.003 -0.004 0.014
H 1.34256 3.49287 -3.67584 -0.005 -0.006 0.002
H 1.78043 2.12085 -1.65228 -0.015 -0.023 -0.020
F -0.35559 4.87900 2.58437 -0.053 0.040 0.044
C 0.61435 4.45344 1.79041 -0.006 -0.058 -0.004
F 1.77342 4.53244 2.44931 0.065 0.024 0.041
F 0.68252 5.26626 0.72580 0.003 0.053 -0.075
C 0.37466 3.00871 1.30539 -0.057 0.102 0.042
O -0.72847 2.47383 1.52061 0.187 -0.013 -0.089
O 1.32446 2.46830 0.68855 0.021 -0.020 0.083
C 2.07511 -0.79923 -3.70590 -0.014 0.022 0.030
O 0.83410 -1.18392 -3.08483 0.053 0.003 -0.028
P 0.69178 -1.44904 -1.51669 -0.155 -0.157 0.027
O 1.87284 -2.49598 -1.26888 0.064 -0.001 0.049
C 2.05489 -3.16178 -0.00700 -0.061 -0.012 0.032
O -0.60507 -2.37483 -1.46123 0.035 0.010 -0.056
C -1.76123 -2.23823 -2.30734 -0.024 0.026 -0.030
H 1.98994 -1.05772 -4.75627 -0.030 0.001 -0.014
H 2.91152 -1.34002 -3.26777 -0.020 -0.016 0.010
H 2.22601 0.27588 -3.60937 -0.006 0.005 0.022
H 2.47690 -4.13766 -0.22208 0.010 -0.030 -0.032
H 1.10417 -3.29893 0.51176 0.004 0.012 -0.030
H 2.74877 -2.59888 0.61595 0.018 0.020 -0.033
H -2.46355 -3.00272 -1.99244 0.004 -0.016 0.028
H -1.48601 -2.38895 -3.34814 0.031 -0.009 0.005
H -2.22236 -1.25701 -2.18622 0.028 -0.022 0.021
```
Forces are in eV/Å.

Values from the calculation:
M = 743.6 g mol⁻¹
F_max = 0.41 eV/A
Charge = +1
HOMO (spin up / spin down) = -10.7 / -11.4 eV
Gap between HOMO and LUMO (spin up / spin down) = 0.2626 / 0.2236 Ha
E_tot = -2366.25588 Ha
Multiplicity = 5



Entry 2:
DFT (ωB97M-V with the def2-TZVPD basis set) results for a single C23H21FN2O4S molecule.

Structure (XYZ):
```
52
Properties=species:S:1:pos:R:3:forces:R:3
C -3.19288 -1.33373 2.48132 0.248 0.017 -0.905
H -3.52778 -2.34130 2.69042 -0.039 -0.194 -0.032
H -3.98872 -0.62340 2.66100 -0.129 0.164 0.006
H -2.31236 -1.09517 3.06318 0.183 0.055 0.100
S -2.75629 -1.25557 0.72246 -0.372 0.028 0.862
O -1.75196 -2.23485 0.46196 0.263 0.051 0.120
O -3.96470 -1.33691 -0.04217 -0.189 0.174 -0.006
N -2.17767 0.31752 0.55969 -0.701 -1.078 -0.210
C -0.95395 0.71765 1.10024 0.802 0.059 0.439
C -0.05679 -0.22691 1.60636 0.114 0.109 0.079
C 1.16614 0.15823 2.12062 0.063 0.298 0.122
C 1.50332 1.49793 2.14290 -0.136 0.008 -0.030
C 0.63599 2.45510 1.65753 0.267 -0.184 0.205
C -0.58555 2.06493 1.14031 -0.264 -0.133 -0.014
H -1.23872 2.83079 0.75797 -0.106 0.029 -0.057
H 0.91576 3.49620 1.67702 0.049 0.109 0.003
F 2.69979 1.87597 2.64463 -0.081 -0.034 -0.036
H 1.85793 -0.57906 2.49520 0.103 -0.087 0.033
H -0.29258 -1.27462 1.55978 0.126 -0.062 0.052
C -3.19302 1.27879 0.18156 -0.444 0.505 -0.516
H -3.21823 2.11412 0.88778 0.015 -0.079 -0.003
H -4.14130 0.74551 0.23448 -0.010 0.308 0.000
C -3.07066 1.84676 -1.25799 -0.028 -0.642 0.215
O -2.30018 3.01904 -1.30693 0.330 0.431 -0.133
H -1.38188 2.74819 -1.45257 -0.099 0.047 0.055
C -2.51098 0.80513 -2.24397 -0.558 0.080 0.013
H -2.90678 -0.18960 -2.02872 0.075 0.079 -0.112
O -1.09725 0.80785 -2.13016 1.037 0.099 0.165
N -0.59770 -0.44068 -1.80048 -0.566 -0.621 -0.142
C 0.62062 -0.49390 -1.43145 -0.377 0.757 -0.310
C 1.23315 -1.75552 -1.01190 0.402 -0.504 0.226
C 0.72561 -3.03895 -1.02297 0.091 0.095 0.019
C 1.52230 -4.06085 -0.52230 -0.084 -0.069 -0.045
C 2.79067 -3.80060 -0.02630 0.099 -0.027 0.062
C 3.30516 -2.51025 -0.01575 -0.038 0.059 -0.001
C 2.52196 -1.48652 -0.51262 -0.398 -0.465 -0.130
C 2.77304 -0.05573 -0.63783 -0.172 0.486 -0.223
C 3.87016 0.70612 -0.28928 -0.065 -0.067 -0.032
C 3.83569 2.07309 -0.53371 0.052 0.011 0.014
C 2.73154 2.66030 -1.12801 0.002 0.101 -0.038
C 1.62237 1.90163 -1.48225 -0.012 -0.012 -0.070
C 1.63863 0.54460 -1.22431 0.320 0.358 0.075
H 0.77662 2.36718 -1.96382 -0.033 0.000 -0.010
H 2.73065 3.72306 -1.32102 0.010 0.085 -0.015
H 4.68257 2.68449 -0.25943 0.066 0.054 0.021
H 4.73719 0.25438 0.16866 0.093 -0.051 0.052
H 4.29349 -2.31555 0.37394 0.105 0.010 0.033
H 3.38949 -4.61357 0.35880 0.031 -0.062 0.020
H 1.14807 -5.07380 -0.51710 -0.033 -0.082 0.000
H -0.26811 -3.22638 -1.39264 -0.122 -0.045 -0.051
H -2.76138 1.09826 -3.26920 0.034 -0.052 0.120
H -4.07930 2.13713 -1.57215 0.075 -0.118 0.007
```
Forces are in eV/Å.

Values from the calculation:
M = 440.5 g mol⁻¹
F_max = 1.30 eV/A
SMILES = CS(=O)(=O)N(C[C@@H](O)CON=C1c2ccccc2-c2ccccc21)c1ccc(F)cc1
Charge = 0
HOMO = -8.4 eV
Gap between HOMO and LUMO = 0.3060 Ha
E_tot = -1797.52544 Ha



Entry 3:
DFT (ωB97M-V with the def2-TZVPD basis set) results for a single C23H21N3O3 molecule.

Structure (XYZ):
```
50
Properties=species:S:1:pos:R:3:forces:R:3
C -0.42482 -3.95850 0.63788 0.205 0.186 -0.052
C -0.24288 -2.61026 -0.01254 0.509 -0.308 0.384
N 0.81913 -1.90413 0.06335 -0.337 0.382 -0.601
N 1.89424 -2.33816 0.73531 -0.342 -1.124 0.661
C 3.13244 -1.74420 0.75036 0.154 -0.017 0.061
O 4.03997 -2.33950 1.30306 0.009 0.036 -0.073
C 3.31294 -0.43704 0.08684 0.168 0.209 -0.104
C 4.58355 -0.15195 -0.41109 -0.199 -0.107 0.091
C 4.84484 1.05161 -1.03045 -0.007 0.156 -0.070
C 3.83686 2.00422 -1.14804 -0.003 -0.352 0.159
C 2.57243 1.73413 -0.62913 0.173 0.287 -0.136
C 2.31264 0.52635 -0.01801 0.141 -0.003 0.012
H 1.33709 0.33554 0.39595 -0.020 0.060 -0.026
H 1.81026 2.49116 -0.71770 -0.124 0.102 0.006
O 4.04211 3.20293 -1.74694 0.012 0.174 -0.084
H 4.95533 3.26968 -2.05228 -0.123 -0.057 0.059
H 5.83169 1.26070 -1.42225 0.078 0.010 -0.034
H 5.35998 -0.89424 -0.30481 0.061 -0.053 0.022
H 1.88160 -3.25013 1.19592 0.063 0.283 -0.134
C -1.35758 -2.04239 -0.77998 -0.483 0.309 -0.310
C -1.53833 -0.66199 -0.80336 -0.035 -0.123 -0.102
C -2.61898 -0.09877 -1.46922 0.165 -0.563 0.000
C -3.48004 -0.92647 -2.19157 0.078 0.082 0.079
C -3.27769 -2.29283 -2.20556 -0.022 0.028 -0.058
C -2.23900 -2.85780 -1.48790 0.140 0.032 0.119
H -2.09692 -3.92696 -1.51223 0.007 -0.124 0.040
H -3.94419 -2.92526 -2.77278 -0.053 -0.041 -0.053
H -4.30828 -0.49367 -2.73373 -0.109 0.055 -0.023
N -2.87567 1.27301 -1.45945 -0.280 0.226 -0.491
C -2.64496 2.22109 -0.50028 -0.066 0.003 -0.046
O -2.94847 3.37677 -0.71148 0.055 0.159 0.080
C -2.02568 1.76791 0.78055 0.065 0.197 0.409
C -0.77075 2.26927 1.10664 -0.118 -0.035 -0.090
C -0.13988 1.87723 2.27261 0.054 0.028 0.000
C -0.77875 0.99720 3.12947 0.050 -0.030 0.044
C -2.04977 0.53938 2.83065 0.009 0.006 -0.040
C -2.69721 0.91812 1.66167 0.013 0.099 -0.083
C -4.08390 0.42677 1.37358 0.021 -0.056 -0.015
H -4.04968 -0.48434 0.77437 -0.063 -0.058 -0.053
H -4.60487 0.20058 2.30118 -0.059 -0.005 0.022
H -4.65483 1.17324 0.82571 -0.116 -0.003 -0.019
H -2.55585 -0.12225 3.51928 -0.069 -0.052 0.072
H -0.29301 0.68044 4.04052 0.038 -0.020 0.082
H 0.84224 2.25677 2.51014 0.096 0.034 0.018
H -0.29415 2.96237 0.43001 0.056 0.095 -0.069
H -3.40633 1.62426 -2.24902 0.105 0.061 0.189
H -0.82771 -0.04375 -0.28558 0.071 0.037 0.048
H -1.46835 -4.25518 0.62043 -0.006 -0.044 0.022
H 0.16710 -4.71800 0.12470 0.025 -0.103 0.023
H -0.10264 -3.91944 1.67929 0.012 -0.056 0.063
```
Forces are in eV/Å.

Values from the calculation:
M = 387.4 g mol⁻¹
ΔE to the lowest compared entry with this formula, charge and spin = 31.2 kcal per mole
F_max = 1.35 eV/A
SMILES = C/C(=N\NC(=O)c1ccc(O)cc1)c1cccc(NC(=O)c2ccccc2C)c1
Charge = 0
HOMO = -8.6 eV
Gap between HOMO and LUMO = 0.3265 Ha
E_tot = -1279.06743 Ha



Entry 4:
DFT (ωB97M-V with the def2-TZVPD basis set) results for a single C23H21N5O6 molecule.

Structure (XYZ):
```
55
Properties=species:S:1:pos:R:3:forces:R:3
C 0.97458 -0.82045 -1.35899 -0.214 0.035 -0.061
H 0.76273 -1.03106 -2.41442 -0.009 0.016 0.019
O 2.27245 -1.23482 -1.01034 0.235 -0.160 0.003
C 2.50287 -2.60992 -1.20250 0.200 0.087 -0.182
C 1.73145 -3.47596 -0.23776 -0.175 0.012 0.191
C 0.99130 -4.57014 -0.65552 0.120 0.113 0.132
C 0.22326 -5.27828 0.26572 0.107 0.164 -0.185
N 0.17266 -4.93189 1.54600 0.009 0.066 0.552
C 0.89169 -3.91697 1.97327 0.231 0.103 -0.555
C 1.70074 -3.13873 1.11906 -0.623 -0.871 -0.108
C 2.33775 -2.00015 1.65170 0.214 0.458 0.289
N 2.77557 -1.06867 2.15902 0.156 0.267 0.184
O 0.84694 -3.57212 3.27876 0.418 -0.085 -0.111
C -0.39912 -3.78673 3.92493 -0.518 -0.159 0.174
C -1.45189 -2.81010 3.36861 0.121 -0.170 0.001
O -2.62477 -3.06479 3.29872 -0.140 -0.114 0.068
N -0.86323 -1.65151 2.94617 1.167 0.283 0.250
N -1.48997 -0.73548 2.19112 -0.683 0.444 -0.509
C -0.78748 0.22032 1.71936 0.691 -0.568 0.595
C -1.35978 1.21176 0.86799 -1.591 0.161 -0.464
C -2.64864 1.41720 0.42069 0.911 -0.343 0.435
C -2.59779 2.53897 -0.41567 0.816 0.401 -0.084
C -1.28165 2.96308 -0.43577 -1.295 -0.170 -0.144
C -0.67611 4.07178 -1.14992 0.555 0.391 -0.181
C -1.41916 4.67406 -2.16506 0.024 0.101 -0.115
C -0.90220 5.74080 -2.87994 0.782 -0.542 1.027
C 0.36790 6.23529 -2.60665 -0.286 0.035 -0.207
C 1.10351 5.63943 -1.60369 -0.134 -0.063 -0.038
C 0.61403 4.56621 -0.86399 -0.243 0.031 -0.136
C 1.46911 3.98457 0.21213 0.152 -0.053 0.123
H 2.36191 4.58701 0.35771 0.039 0.035 0.001
H 0.92383 3.92908 1.15224 0.065 -0.025 0.064
H 1.77366 2.97128 -0.04615 0.059 -0.034 0.081
H 2.09047 6.01648 -1.38129 0.085 0.029 0.034
H 0.75170 7.06667 -3.17654 0.018 0.024 -0.016
N -1.69241 6.33928 -3.92306 -0.332 0.241 -0.436
O -2.79486 5.87748 -4.13245 -0.255 -0.061 -0.088
O -1.20887 7.27014 -4.53203 0.064 0.193 -0.147
H -2.40311 4.31357 -2.41789 -0.036 -0.024 -0.026
O -0.54060 2.15227 0.34814 0.320 -0.042 0.031
H -3.42702 2.98662 -0.92312 -0.124 0.157 -0.137
H -3.49983 0.82390 0.68012 -0.176 -0.169 0.092
H 0.28561 0.31658 1.92167 -0.018 -0.062 0.036
H 0.13995 -1.53020 3.12222 -0.409 -0.106 -0.122
H -0.75511 -4.80926 3.77707 -0.019 0.246 0.046
H -0.22679 -3.59992 4.98688 -0.009 -0.017 -0.120
C -0.59918 -6.45497 -0.13824 -0.030 -0.047 -0.044
H 0.04676 -7.31928 -0.29012 0.009 -0.089 -0.031
H -1.12344 -6.25667 -1.06996 -0.046 -0.043 -0.079
H -1.31392 -6.68728 0.64522 -0.039 -0.021 -0.004
H 0.98748 -4.85891 -1.69513 -0.018 -0.006 -0.128
H 2.26088 -2.90304 -2.23538 0.053 -0.016 0.129
H 3.57766 -2.74511 -1.03952 -0.123 -0.072 -0.070
H 0.94195 0.25358 -1.19030 -0.088 0.011 -0.022
H 0.20652 -1.30501 -0.74313 0.012 0.025 -0.008
```
Forces are in eV/Å.

Values from the calculation:
M = 463.4 g mol⁻¹
ΔE to the lowest compared entry with this formula, charge and spin = 65.0 kcal per mole
F_max = 1.66 eV/A
SMILES = COCc1cc(C)nc(OCC(=O)N/N=C/c2ccc(-c3cc([N+](=O)[O-])ccc3C)o2)c1C#N
Charge = 0
HOMO = -8.0 eV
Gap between HOMO and LUMO = 0.2733 Ha
E_tot = -1614.14092 Ha



Q: charge of number 2 (C23H21FN2O4S)?
A: 0



Q: F_max of number 4 (C23H21N5O6)?
A: 1.66 eV/A